Entry 1:
Below is C8H18Al2O6PS as an isolated structure at a distorted geometry, with properties calculated with ωB97M-V/def2-TZVPD.

Its total charge is +1. The total energy is -1991.0738 Ha.

Structure (XYZ):
```
36
Properties=species:S:1:pos:R:3:lowdin_charge:R:1
C 4.667 0.412 0.035 -0.09
C 4.129 -0.418 1.299 -0.23
O 2.771 -0.917 1.176 -0.19
C 2.584 -1.721 -0.001 -0.15
C 1.865 -0.898 -1.201 -0.28
O 0.436 -1.219 -1.195 -0.44
Al -0.594 0.137 -0.415 0.29
C -2.268 -0.805 0.346 -0.25
C -3.612 0.071 0.217 -0.35
C -4.768 -0.655 1.063 -0.57
S -6.343 -0.702 0.082 0.64
C 0.311 1.086 1.189 -0.38
O -0.174 0.856 2.338 0.12
O 1.371 1.951 1.093 -0.01
P -1.144 1.880 -1.920 1.00
O -2.595 2.660 -1.414 -0.30
O 0.068 3.071 -1.587 -0.33
H 5.116 -0.344 -0.708 0.08
H 5.520 1.085 0.431 0.10
H 3.906 1.119 -0.434 0.07
H 4.829 -1.317 1.498 0.14
H 4.120 0.312 2.193 0.14
H 3.552 -2.238 -0.321 0.14
H 1.848 -2.574 0.266 0.16
H 2.110 0.216 -1.202 0.12
H 2.301 -1.349 -2.186 0.04
H -2.060 -0.916 1.479 0.08
H -2.356 -1.857 -0.090 0.07
H -3.852 0.137 -0.910 0.09
H -3.352 1.128 0.606 0.10
H -4.858 -0.134 2.082 0.09
H -4.436 -1.729 1.248 0.07
H -6.996 -1.850 0.502 -0.13
H -2.455 3.621 -1.612 0.09
H -0.124 3.436 -0.679 0.08
Al 0.486 -1.536 -3.267 0.98
```

=====

Entry 2:
Below is C8H18AlCl2O2PS as an isolated structure at a distorted geometry, with properties calculated with ωB97M-V/def2-TZVPD.

Its total charge is +2. The total energy is -2367.8563 Ha. The energy relative to the best compared isomer or geometry (same formula, charge and spin) comes out at 3.526 eV.

Structure (XYZ):
```
33
Properties=species:S:1:pos:R:3:lowdin_charge:R:1
C -0.735 -3.820 -2.949 0.02
C -0.604 -2.777 -1.918 -0.15
H -1.783 -4.096 -3.162 0.13
H -0.199 -4.648 -2.474 0.11
H -0.133 -3.674 -3.867 0.14
O -1.377 -1.828 -1.666 0.07
Cl 2.233 -1.428 -2.375 0.40
Al 0.666 -1.257 -0.934 -0.55
P 0.007 1.076 -0.790 0.79
C -1.460 1.940 -0.219 -0.23
C 1.388 2.268 -0.684 -0.21
H 0.581 0.520 -3.084 0.01
H -0.277 2.090 -2.967 0.08
H -1.171 0.518 -2.842 0.06
C -0.245 1.057 -2.598 -0.25
H 2.348 1.744 -0.732 0.06
H 1.352 2.975 -1.522 0.07
H -1.833 2.644 -0.968 0.08
H -1.311 2.476 0.715 0.03
H 1.393 2.819 0.266 0.04
H -2.266 1.241 -0.001 0.05
C -1.044 -1.050 0.668 -0.24
O -2.109 -1.327 1.021 0.16
Cl 1.409 -1.910 1.053 0.33
C 1.500 1.456 3.256 -0.27
S -0.189 1.023 2.874 1.11
C -0.367 -0.456 3.833 -0.29
H 1.975 1.947 2.399 0.06
H 2.105 0.569 3.483 0.08
H 1.466 2.157 4.095 0.09
H 0.573 -0.742 4.291 0.07
H -1.126 -0.235 4.582 0.09
H -0.764 -1.271 3.217 0.05
```

=====

Entry 3:
Below is a 2-piece molecular cluster, C8H18B2NO6 overall at a distorted geometry, with properties calculated with ωB97M-V/def2-TZVPD.

Its total charge is -1. The total energy is -871.6774 Ha. The energy relative to the best compared isomer or geometry (same formula, charge and spin) comes out at 0.000 eV.

Structure (XYZ):
```
35
Properties=species:S:1:pos:R:3:lowdin_charge:R:1
C 3.523 -2.933 1.994 -0.12
O 2.119 -2.925 1.986 -0.02
B 1.547 -2.427 0.783 -0.69
O 1.697 -3.323 -0.277 0.11
C 0.853 -1.088 0.594 -0.02
C -0.139 -0.768 1.714 -0.30
N -1.469 -0.304 1.213 -0.03
B 1.756 0.080 0.320 -0.67
O 2.197 0.404 -0.979 0.10
O 2.258 0.981 1.322 -0.05
C 3.654 1.099 1.400 -0.14
H 3.880 -3.828 2.513 0.08
H 3.943 -2.956 0.983 0.08
H 3.912 -2.057 2.529 0.08
H 1.325 -2.827 -1.015 0.08
H 0.217 0.012 2.404 0.09
H -0.339 -1.658 2.321 0.09
H -1.552 -0.588 0.241 0.02
H -1.469 0.711 1.205 0.03
H 2.731 1.204 -0.966 0.07
H 3.962 1.043 2.448 0.08
H 4.000 2.066 1.006 0.07
H 4.173 0.313 0.842 0.09
O -1.642 -0.121 -2.189 0.14
C -2.584 0.600 -2.129 -0.49
O -3.849 0.163 -1.853 0.01
C -4.781 1.243 -1.949 -0.17
C -3.955 2.514 -1.760 -0.16
C -2.611 2.103 -2.359 -0.07
H -5.256 1.206 -2.934 0.12
H -5.543 1.105 -1.186 0.12
H -4.409 3.389 -2.223 0.11
H -3.836 2.716 -0.695 0.12
H -2.560 2.284 -3.434 0.12
H -1.757 2.565 -1.873 0.12
```

=====

Entry 4:
Below is C8H18ClGaIN2O3P as an isolated structure at a distorted geometry, with properties calculated with ωB97M-V/def2-TZVPD.

Its total charge is +2. The total energy is -3674.2471 Ha.

Structure (XYZ):
```
35
Properties=species:S:1:pos:R:3:lowdin_charge:R:1
C -0.803 1.560 -0.684 -0.12
C -2.038 1.089 -1.391 -0.90
H -0.401 2.415 -1.237 0.11
H 0.021 0.809 -0.662 -0.04
H -0.999 1.834 0.366 0.10
O -2.621 1.727 -2.256 0.02
I -2.879 -0.721 -0.762 1.07
Ga 1.846 -1.169 0.815 0.68
P 0.774 -0.838 -2.028 0.86
C -0.219 -0.765 -3.555 -0.19
C 2.225 0.170 -2.490 -0.24
H 2.178 -2.732 -1.278 0.01
H 2.229 -2.460 -3.070 0.08
H 0.775 -3.242 -2.300 0.07
C 1.578 -2.496 -2.180 -0.25
H 2.984 0.103 -1.701 0.05
H 2.628 -0.227 -3.420 0.07
H 0.319 -0.203 -4.327 0.09
H -1.186 -0.299 -3.379 0.01
H 1.948 1.212 -2.641 0.07
H -0.412 -1.781 -3.913 0.08
C -5.162 0.682 0.364 -0.13
O -6.029 1.363 0.618 0.09
Cl 4.007 -1.417 1.464 0.21
C -1.727 0.410 3.865 -0.02
N -0.325 0.800 3.852 0.05
C 0.637 0.210 3.128 -0.54
N 1.906 0.672 3.316 0.18
O 0.349 -0.734 2.305 -0.10
H -2.217 0.509 2.887 0.08
H -2.244 1.102 4.548 0.11
H -1.831 -0.612 4.233 0.10
H -0.045 1.598 4.420 0.17
H 2.718 0.175 2.952 0.03
H 2.016 1.253 4.139 0.14
```